1.
Molecular formula: C62H52GeLuNO2P2S
Method: DFT, ωB97M-V with the def2-TZVPD basis set

Summary:
E_tot, Eh: -6990.93126
E_LUMO (alpha / beta), eV: -11.86 / -12.98
Net charge: +4
ΔE to the lowest compared entry with this formula, charge and spin, kJ/mol: 0.00

Last column: Mulliken charge in e.
Geometry (Å):
Lu1 0.72708 -0.56180 -0.54558  1.45
O1 -0.06560 0.35580 1.11031  -0.80
S1 -1.63623 0.92925 0.84869  0.91
C1 -2.50456 0.79110 2.38540  0.36
C2 -3.42246 1.86741 2.61578  -0.34
C3 -4.13163 2.03032 3.81144  -1.17
C4 -3.83251 1.17815 4.87644  0.19
C5 -4.14761 1.17106 6.34392  -0.76
C6 -3.22793 0.12978 7.03392  -0.79
C7 -2.61741 -0.55985 5.88005  0.25
C8 -1.95301 -1.78887 5.77343  -1.44
C9 -1.69619 -2.27733 4.48953  -0.07
C10 -1.71787 -1.47437 3.33329  -0.33
P1 -1.07568 -2.27137 1.82835  2.38
C11 0.17076 -3.31506 2.47384  0.82
C12 0.34915 -4.61435 1.99693  -0.36
C13 1.28433 -5.48022 2.59462  -0.79
C14 2.10769 -4.96975 3.64499  -0.72
C15 1.95682 -3.60707 4.05445  -1.05
C16 0.99547 -2.77664 3.47829  -0.63
C17 -2.41679 -3.44517 1.45622  0.48
C18 -2.40899 -4.07582 0.20224  0.05
C19 -3.50263 -4.87393 -0.21534  -0.88
C20 -4.54452 -5.17013 0.71477  -0.71
C21 -4.46495 -4.63204 1.97537  -0.66
C22 -3.45798 -3.71176 2.32802  -0.52
C23 -2.31329 -0.18956 3.42626  -1.41
C24 -2.87973 0.18184 4.69115  1.19
C25 -1.26528 2.69654 0.73798  -0.35
C26 -0.91396 3.38926 1.89603  0.04
C27 -0.90779 4.78316 1.97029  -1.64
C28 -1.39827 5.46517 0.89207  0.50
C29 -1.54168 6.94436 0.74817  -0.84
C30 -1.85878 7.20325 -0.76148  -0.61
C31 -1.86766 5.81402 -1.32974  0.17
C32 -1.86551 5.35870 -2.61436  -1.26
C33 -1.66886 3.97752 -2.82276  -0.10
C34 -1.44660 3.02140 -1.84379  0.35
P2 -0.89218 1.35857 -2.35931  1.11
C35 -0.10912 1.58206 -3.93555  1.16
C36 0.79713 2.63713 -4.14877  -0.88
C37 1.70636 2.66190 -5.19596  -0.76
C38 1.53528 1.65028 -6.19730  -0.61
C39 0.45568 0.77070 -6.16494  -0.78
C40 -0.34005 0.66904 -5.01185  -0.91
C41 -2.47641 0.58062 -2.83993  0.51
C42 -3.31923 1.15654 -3.81780  -0.30
C43 -4.40715 0.45778 -4.33161  -0.70
C44 -4.81649 -0.75933 -3.75933  -0.70
C45 -4.04766 -1.31367 -2.71925  -0.89
C46 -2.90858 -0.58790 -2.19810  0.15
C47 -1.45097 3.44551 -0.45737  -0.04
C48 -1.67359 4.84468 -0.33107  0.03
H1 -3.60204 2.53177 1.75546  0.60
H2 -4.86754 2.86243 3.90818  0.46
H3 -5.16504 0.76235 6.46673  0.35
H4 -4.10050 2.11510 6.88182  0.43
H5 -3.78269 -0.57732 7.69569  0.43
H6 -2.50424 0.56832 7.74894  0.38
H7 -1.71852 -2.39058 6.66163  0.50
H8 -1.51957 -3.32676 4.39080  0.75
H9 -0.24499 -5.00930 1.13483  0.30
H10 1.37558 -6.51621 2.27517  0.53
H11 2.82410 -5.62816 4.13579  0.49
H12 2.65495 -3.30486 4.85314  0.47
H13 0.86728 -1.78675 3.85805  0.52
H14 -1.51030 -3.94504 -0.40060  -0.12
H15 -3.56898 -5.32959 -1.20668  0.48
H16 -5.32189 -5.96232 0.42467  0.36
H17 -5.21992 -4.83747 2.76232  0.43
H18 -3.54704 -3.12372 3.28103  0.24
H19 -0.66140 2.79001 2.75437  0.60
H20 -0.62045 5.23961 2.89683  0.51
H21 -0.70718 7.59311 1.03516  0.40
H22 -2.43048 7.16871 1.36352  0.30
H23 -1.01354 7.74896 -1.20284  0.34
H24 -2.79289 7.74697 -0.90242  0.37
H25 -1.90994 6.07246 -3.47867  0.44
H26 -1.63972 3.64601 -3.85804  0.51
H27 0.80700 3.44854 -3.45869  0.43
H28 2.55774 3.32187 -5.22641  0.58
H29 2.19214 1.60914 -7.04086  0.50
H30 0.26777 0.12131 -7.01004  0.47
H31 -1.10782 -0.10094 -4.93896  0.43
H32 -3.08014 2.09884 -4.26158  0.24
H33 -4.97348 0.92809 -5.14680  0.46
H34 -5.74481 -1.22837 -4.12062  0.41
H35 -4.25808 -2.30289 -2.38136  0.58
H36 -2.33887 -1.02888 -1.36848  0.44
O2 2.13294 -0.97973 1.15065  -0.54
H37 3.07272 -0.69594 1.35268  0.31
H38 1.55232 -0.34946 1.72225  0.33
C49 1.18403 -4.35219 -2.85345  -1.21
C50 0.71873 -3.39463 -1.97709  0.68
N1 0.41290 -2.59756 -1.15004  0.01
H39 2.16316 -3.95163 -3.16845  0.39
H40 0.55670 -4.47454 -3.75674  0.39
H41 1.36224 -5.27742 -2.31323  0.35
Ge1 3.71685 -0.45870 -1.83035  -0.17
C51 4.62222 1.25194 -1.56665  0.36
C52 5.62388 1.31891 -0.59301  -0.11
C53 6.46271 2.42682 -0.52569  -0.74
C54 6.25275 3.54729 -1.37132  -0.49
C55 5.23261 3.50425 -2.31648  -0.55
C56 4.38791 2.37035 -2.37256  -0.06
C57 5.20695 -1.76397 -1.51385  0.28
C58 6.45684 -1.46646 -2.09451  -0.32
C59 7.58157 -2.20143 -1.82182  -0.61
C60 7.52238 -3.36956 -1.00286  -0.63
C61 6.26776 -3.78373 -0.61724  -0.47
C62 5.11431 -2.99718 -0.92109  -0.10
H42 3.73661 -0.50093 -3.37548  0.03
H43 5.77553 0.49076 0.10518  0.41
H44 7.26826 2.41796 0.17309  0.46
H45 6.84257 4.46270 -1.33909  0.42
H46 5.13008 4.28405 -3.02111  0.49
H47 3.50267 2.44225 -3.01369  0.26
H48 6.53687 -0.50494 -2.63253  0.42
H49 8.49308 -1.94176 -2.29978  0.45
H50 8.36627 -3.94594 -0.67406  0.45
H51 6.12059 -4.67858 -0.07283  0.45
H52 4.13607 -3.45239 -0.60097  0.16

2.
Molecular formula: C4H12N2S
Method: DFT, ωB97M-V with the def2-TZVPD basis set

Summary:
E_tot, Eh: -667.15531
E_LUMO, eV: 0.60
ΔE to the lowest compared entry with this formula, charge and spin, kJ/mol: 366.43

Last column: natural (NBO) charge in e.
Geometry (Å):
C1 0.92536 -0.26287 -1.49536  -0.47
C2 0.87311 -0.99146 0.84935  -0.69
C3 0.24295 -2.64619 -0.89648  -0.66
C4 0.75850 -1.26642 -0.60488  0.06
N1 -0.52240 1.72074 1.73521  -1.13
N2 -2.65596 2.36857 0.27936  -1.07
S1 -0.92565 2.00837 0.22279  0.99
H1 0.74305 -0.33063 -2.60616  0.20
H2 -2.80589 2.95561 1.18566  0.40
H3 1.26791 0.57650 -1.11333  0.18
H4 0.66964 -1.91386 1.45847  0.21
H5 0.33414 -0.07853 1.17806  0.27
H6 1.90009 -0.77402 0.99034  0.22
H7 0.12847 -3.20177 0.02288  0.21
H8 -0.71179 -2.46424 -1.42481  0.23
H9 1.05443 -3.26377 -1.41682  0.23
H10 -0.06605 2.52781 2.15013  0.35
H11 -3.03906 2.86370 -0.60335  0.38
H12 -1.13679 0.68068 -0.09830  0.09

3.
Molecular formula: C5H4NO5Ti
Method: DFT, ωB97M-V with the def2-TZVPD basis set

Summary:
E_tot, Eh: -1473.02279
E_LUMO (alpha / beta), eV: -6.11 / -6.60
Net charge: +1
ΔE to the lowest compared entry with this formula, charge and spin, kJ/mol: 155.25
2S+1: 3

Last column: Löwdin spin population.
Geometry (Å):
O1 -1.44141 0.57248 -3.03206  0.06
C1 -0.93580 0.43809 -2.00820  0.06
Ti1 -0.07546 -0.14499 -0.08951  1.26
O2 -1.41495 -2.43900 -1.77476  0.12
C2 -0.96869 -1.48837 -1.28660  0.12
C3 0.51057 1.97706 0.24033  -0.05
O3 1.12032 2.57244 1.14374  -0.01
C4 -1.75385 0.62573 0.76066  0.10
O4 -2.72356 1.02749 1.22947  0.10
C5 1.69374 -0.00978 -1.06854  0.10
O5 2.68434 0.02403 -1.67006  0.11
H1 0.19724 2.67841 -0.48265  -0.01
N1 0.69246 -1.30994 1.79143  0.02
H2 1.65161 -1.04710 2.07151  0.00
H3 0.68601 -2.31805 1.56903  0.00
H4 0.07744 -1.15850 2.60622  0.00

4.
Molecular formula: C4H13NSi
Method: DFT, ωB97M-V with the def2-TZVPD basis set

Summary:
E_tot, Eh: -504.31760
E_LUMO, eV: 0.47
ΔE to the lowest compared entry with this formula, charge and spin, kJ/mol: 379.60

Last column: natural (NBO) charge in e.
Geometry (Å):
C1 2.52604 -0.88718 -0.08777  -0.62
C2 -2.47134 -1.11625 0.03812  -0.40
C3 0.32952 2.19233 -0.23281  -1.16
C4 1.03504 -0.99875 -0.45546  -0.91
N1 -1.79737 0.19831 -0.08640  -1.09
Si1 -0.08745 0.38289 0.21495  1.74
H1 2.66780 -0.43676 0.84734  0.22
H2 3.06488 -1.75426 0.12996  0.22
H3 3.09808 -0.24800 -0.74513  0.21
H4 -2.64420 -1.40483 1.00153  0.19
H5 -3.52709 -0.81157 -0.42420  0.20
H6 -1.93955 -1.85344 -0.72153  0.20
H7 0.31883 2.92348 0.56278  0.26
H8 1.24298 2.35112 -0.66268  0.23
H9 -0.38880 2.64892 -0.87725  0.25
H10 0.54212 -1.79398 -0.02496  0.23
H11 0.76132 -1.10070 -1.58167  0.25
H12 -2.32142 0.94874 0.35643  0.40
H13 -0.40939 0.75991 2.74875  -0.42